{
  "formula": "C36H96ClN6O19",
  "method": "ωB97M-V/def2-TZVPD",
  "s_squared": 0.75,
  "spin_multiplicity": 2,
  "homo_ev": [-7.970, -7.970],
  "e_tot_ev": -99232.333,
  "mol_weight_g_mol": 952.64,
  "lumo_energy_ev": [-0.485, -5.132],
  "max_force_ha_per_bohr": 0.077,
  "total_charge": 0,
  "elements": ["Cl", "O", "O", "O", "O", "O", "O", "O", "O", "O", "O", "O", "O", "O", "O", "O", "O", "O", "O", "O", "N", "N", "N", "N", "N", "N", "C", "C", "C", "C", "C", "C", "C", "C", "C", "C", "C", "C", "C", "C", "C", "C", "C", "C", "C", "C", "C", "C", "C", "C", "C", "C", "C", "C", "C", "C", "C", "C", "C", "C", "C", "C", "H", "H", "H", "H", "H", "H", "H", "H", "H", "H", "H", "H", "H", "H", "H", "H", "H", "H", "H", "H", "H", "H", "H", "H", "H", "H", "H", "H", "H", "H", "H", "H", "H", "H", "H", "H", "H", "H", "H", "H", "H", "H", "H", "H", "H", "H", "H", "H", "H", "H", "H", "H", "H", "H", "H", "H", "H", "H", "H", "H", "H", "H", "H", "H", "H", "H", "H", "H", "H", "H", "H", "H", "H", "H", "H", "H", "H", "H", "H", "H", "H", "H", "H", "H", "H", "H", "H", "H", "H", "H", "H", "H", "H", "H", "H", "H"],
  "xyz": [[0.26445, 0.24233, -0.67604], [2.98186, 2.08187, 3.29557], [4.82460, -1.57235, -1.84753], [-1.82366, -1.19293, 2.88078], [-2.72602, -2.97488, -0.91434], [-4.73546, 7.35715, -2.40125], [3.39630, -5.25241, 5.59478], [-5.84266, 0.10119, 2.63620], [-2.04812, 4.94475, -2.18071], [-3.27295, 3.00189, 1.48942], [-0.16094, -0.20299, 0.60742], [-3.50832, -0.44020, -0.31384], [-3.48383, 0.86937, -2.93995], [0.87132, 1.49523, -0.56530], [-0.83657, 0.23221, -1.60232], [2.14975, -3.34532, -4.84960], [1.85155, -4.21933, 2.19015], [5.89869, -1.39022, 2.63305], [-4.06089, 1.24690, -6.30364], [1.25142, -0.67885, -1.11701], [-4.20770, -2.33312, 1.63403], [5.35308, 1.32331, 1.52652], [-2.64254, 3.00576, -4.39202], [2.30801, -2.74401, 4.59261], [4.12184, -4.25516, -2.78202], [-4.44632, 4.87489, -0.45492], [3.21194, -2.76818, 5.81463], [-3.78343, 2.58623, -6.54029], [-1.45419, -3.03501, -1.67406], [5.79247, 0.11710, 0.77023], [4.72030, -4.12297, -1.45980], [4.02073, 1.74367, 1.04509], [-5.64273, 5.62292, -0.89102], [1.93131, 1.15930, 3.24321], [4.09711, -6.52205, 5.71448], [1.91440, -2.76255, 2.21314], [2.70555, -4.31520, -2.57307], [-5.31447, -2.36062, 2.52476], [-2.52161, 3.10662, -5.83530], [-4.70003, 8.76777, -2.64649], [-2.30874, 2.18287, 2.16695], [-2.75837, 4.35008, 1.33379], [4.63252, -2.71054, -0.91758], [6.73015, -0.66043, 1.68087], [1.58303, -2.14813, -4.52646], [-5.37411, -1.07845, 3.30273], [-3.92104, -3.69336, 1.15968], [1.96616, -4.45524, -3.95276], [6.70046, -1.85163, 3.71835], [-3.18306, 0.25659, -6.85093], [-1.29568, 3.20689, -3.81009], [2.89648, -2.43978, 3.30486], [-5.75183, 1.33795, 3.34676], [-1.58162, 6.08747, -2.90782], [-2.70318, -3.80035, 0.22758], [-1.37284, 3.72523, -2.37685], [4.11683, -4.04600, 5.81142], [-5.42936, 7.10028, -1.13085], [3.37353, 2.67496, 2.06308], [6.07138, -1.60992, -2.47115], [0.96656, -4.79907, 1.25393], [-3.90466, 5.28446, 0.81532], [-5.99664, -1.17413, 4.19234], [3.39914, -1.47323, 3.26981], [4.80207, -6.66625, 4.89574], [-4.82771, 7.52937, -0.32960], [-1.37257, -2.33659, -2.50691], [2.60212, 3.34850, 1.68975], [-1.83189, 7.03027, -2.42141], [-6.05517, 2.16388, 2.70339], [-2.78701, 1.22186, 2.35623], [3.74744, -3.11360, 3.20520], [7.29759, -2.61932, 3.22624], [-6.10950, 5.16237, -1.76172], [1.33678, -5.81318, 1.10352], [3.89382, -1.91870, 5.85372], [2.52915, -2.62737, 6.65253], [-4.26131, 9.35013, -1.83625], [6.25141, -0.61550, -2.87959], [3.63864, -2.57085, -0.49239], [5.93773, -2.26052, -3.33541], [4.59441, -6.53614, 6.68432], [-2.26435, 0.30207, -6.26613], [-2.55748, -0.34729, -0.37298], [-3.56583, 4.96672, -0.94114], [-4.62055, 3.24804, -6.31818], [-1.25214, -4.01879, -2.09764], [-1.38449, -1.31578, 3.72237], [-2.50371, 4.72671, 2.32444], [1.77604, 0.96152, 4.30381], [-2.03495, 2.46711, 3.18299], [-5.13425, -3.01402, 3.37840], [2.09672, -3.69446, 4.32411], [-3.05140, 1.53175, -3.47892], [-1.61367, 2.59135, -6.14870], [-0.77738, 3.97229, -4.38770], [-3.68348, 2.69553, -7.62018], [-3.34286, -1.92592, 1.96013], [0.93811, -4.57598, -3.61124], [4.10016, 2.34038, 0.13639], [6.08730, -2.35381, 4.46665], [3.43750, -7.38632, 5.63666], [5.37998, -2.76863, -0.12636], [5.22741, 1.12812, 2.50948], [2.13711, -2.27223, 1.26546], [-3.48825, -0.78658, -6.76867], [-0.49504, 6.12667, -2.98471], [-2.10352, 6.04869, -3.86396], [4.42715, -4.87933, -0.73173], [-3.74740, -4.32604, 2.03013], [2.32124, -5.34812, -4.46732], [-6.36518, 7.65717, -1.08375], [2.25521, 0.23269, 2.76930], [-0.78811, 2.24232, -3.81902], [4.55561, -4.13385, 6.80534], [-3.64518, -1.05125, 0.41012], [-4.73348, 5.41069, 1.51190], [4.91384, -3.92639, 5.07755], [-4.34973, -0.87055, 3.61181], [0.49483, -2.15399, -4.46418], [-3.38424, 6.24117, 0.85970], [-3.14364, 3.85684, -4.18067], [0.99576, 1.49202, 2.79362], [-1.90947, 4.29999, 0.65190], [4.15158, 3.39128, 2.32693], [-4.07756, 8.72380, -3.54019], [4.97188, -0.55004, 0.50630], [-1.80395, -3.56421, 0.79656], [7.39052, -1.29485, 1.08966], [1.84967, -1.44456, -5.31513], [-0.03757, -4.85328, 1.67451], [-4.73239, -4.18649, 0.62430], [4.39640, -3.39572, -3.23597], [-2.77098, 0.31393, -2.62441], [2.48040, -5.16073, -1.92308], [5.77828, -4.32722, -1.62430], [1.04390, -4.33494, 0.27072], [7.33207, 0.12723, 2.13407], [-2.64316, -4.81869, -0.15644], [-5.66249, 9.11996, -3.01760], [6.22978, 0.44212, -0.17382], [-2.02366, 3.04066, -1.83288], [-2.41008, 4.13862, -6.16792], [-6.41340, 1.47479, 4.20215], [-0.37879, 3.72691, -1.92968], [-4.79537, 1.50373, 3.84255], [6.97402, -1.91561, -1.94209], [-1.18807, -0.71784, 2.34549], [-1.43691, 2.05947, 1.52447], [2.03791, -1.75812, -3.61592], [-2.94971, 0.39136, -7.90709], [7.33884, -1.11404, 4.20469], [-6.30469, 5.57416, -0.02642], [2.33854, -3.42769, -2.05758], [-6.26333, -2.58523, 2.03762], [0.96707, -2.37797, 2.59096], [-0.66262, -2.85420, -0.94686], [3.37389, 0.87664, 0.91116]],
  "forces_ev_per_angstrom": [[0.54, -2.45, -0.75], [0.45, 0.75, -0.58], [-0.11, -1.93, 2.25], [-0.18, 0.05, 0.31], [0.79, 0.25, -1.46], [-1.36, -0.37, 2.46], [-0.74, -0.80, -0.48], [-0.24, 0.55, -0.38], [-0.38, 1.72, 0.39], [0.42, 1.65, 0.44], [-1.27, -0.11, 1.72], [-0.03, 1.12, -0.07], [-0.28, -0.36, 0.26], [0.38, 3.11, 0.11], [-0.39, 0.59, -0.05], [0.64, -2.72, -0.30], [0.50, 1.16, -0.37], [1.03, 1.48, -0.09], [-1.21, -1.46, 0.26], [0.87, -1.06, -0.81], [-0.14, -1.66, -1.96], [-0.79, -0.14, -1.21], [0.93, 1.23, -0.15], [0.01, 0.37, 0.73], [0.26, -0.78, 1.14], [1.20, 3.62, 1.04], [-0.64, -1.21, -2.06], [1.29, -0.19, -0.94], [-0.80, -0.41, 1.53], [-0.29, 0.29, 1.22], [1.92, 0.40, -1.69], [-0.24, 0.45, 0.87], [-0.52, -1.13, 0.30], [0.29, -0.60, 0.74], [0.06, 1.47, -0.05], [-0.45, -0.50, 0.87], [-0.72, 0.48, -2.08], [0.11, 1.53, 0.87], [-0.58, -0.59, -0.87], [0.47, -1.27, -1.63], [-0.53, -0.87, -0.33], [-1.70, -1.74, 0.23], [-0.61, 0.43, 0.33], [-0.95, 0.40, -0.44], [0.08, 1.51, 0.55], [-0.23, 2.02, 0.71], [0.53, 0.39, -0.89], [0.29, 0.75, 1.53], [-0.12, -1.03, -1.04], [0.87, 0.85, 0.55], [-0.76, 0.74, 0.41], [2.18, 0.17, 0.21], [-0.20, -0.66, 0.35], [-0.19, -0.35, -0.05], [0.44, 0.11, -0.14], [-0.26, -1.60, 0.08], [-0.39, -0.19, 1.05], [1.76, 0.90, -1.36], [0.74, 0.60, 0.46], [-0.14, 0.29, -1.72], [0.68, -0.33, 0.30], [-0.48, -1.88, 1.93], [-0.05, -0.39, 0.26], [-0.61, 0.37, -0.17], [0.36, 0.30, 0.03], [0.20, 0.00, 0.19], [-0.66, 0.34, 0.47], [-0.58, -0.56, -0.48], [-0.48, -0.29, 0.34], [0.54, -0.26, -0.44], [-0.03, -0.10, -0.65], [0.39, -0.25, -0.66], [0.71, -0.25, 0.63], [0.19, -0.15, 0.07], [-0.14, -0.19, 0.13], [-0.02, 0.18, -0.38], [0.26, -0.64, 0.25], [-0.10, 0.00, -0.01], [0.05, 0.11, 0.09], [0.14, 0.46, 0.06], [0.71, -0.22, -0.31], [0.25, -0.20, 0.01], [0.39, -0.05, -0.20], [0.32, 0.05, -0.23], [0.49, -1.26, -2.74], [-0.36, -0.49, 0.61], [-0.39, -0.45, 0.06], [0.12, -0.17, 0.28], [0.44, 0.22, -0.05], [-0.41, -0.36, -0.06], [0.07, 0.99, -0.01], [-0.19, -1.02, 0.01], [-0.71, -0.73, 1.34], [-0.16, 0.36, -0.56], [-0.14, -0.26, -0.17], [0.55, -0.18, -0.32], [0.45, 0.36, -0.41], [-0.17, -0.03, 0.87], [-0.59, 0.04, -0.72], [0.04, -0.37, -0.31], [-0.22, 0.28, -0.14], [-0.59, 0.54, 0.18], [0.09, 0.99, 0.34], [0.14, -0.50, 0.18], [0.11, -0.40, -0.27], [-0.99, 0.41, 0.44], [0.08, -0.44, -0.32], [0.48, 0.37, -0.35], [-0.53, 0.19, -0.02], [0.37, -0.44, 0.15], [-0.05, 0.18, -0.05], [-0.40, -0.40, -0.27], [-0.23, -0.07, -0.17], [0.31, 0.19, 0.06], [0.48, 0.20, 0.20], [-0.55, -0.41, 0.01], [0.12, -0.36, 0.37], [0.04, -0.07, -0.16], [0.24, -0.02, 0.36], [-0.24, -0.21, 0.25], [-0.01, 0.55, -1.06], [-0.56, -0.05, 0.71], [0.06, 0.37, -0.27], [0.13, 0.45, -0.09], [0.26, -0.02, 0.33], [0.36, 0.94, 0.13], [-0.29, 0.10, 0.01], [0.30, -0.09, 0.22], [0.00, -0.53, 0.22], [-0.01, -0.01, -0.14], [-0.24, 0.22, -0.38], [-0.58, 0.59, 0.04], [-0.47, 0.02, -0.54], [-0.02, -0.32, 0.45], [-0.13, -0.25, -0.24], [0.37, -0.10, 0.14], [-0.41, 0.41, 0.00], [0.28, -0.29, 0.66], [0.13, -0.53, 0.47], [-0.24, 0.22, 0.57], [0.33, -0.07, 0.09], [0.33, -0.43, 0.22], [0.24, 0.38, -0.03], [-0.74, -0.81, 0.23], [0.10, 0.11, 0.06], [0.63, 0.01, -0.61], [-0.29, -0.15, 0.72], [0.38, 0.20, -0.67], [0.16, -0.13, 0.15], [-0.39, 0.27, 0.35], [-0.06, 0.48, -0.20], [-0.11, 0.32, -0.19], [-0.30, -0.22, -0.16], [-0.36, 0.26, 0.08], [0.11, -0.18, -0.13], [-0.46, 0.04, -0.36], [0.28, 0.31, -0.13], [-0.15, -0.05, -0.52]],
  "mulliken_spin": [-0.001, 0.000, 0.000, 0.000, 0.000, 0.001, 0.000, 0.000, -0.001, 0.025, 0.001, 0.001, 0.000, 0.001, 0.000, 0.000, 0.000, 0.000, 0.000, 0.000, 0.000, 0.000, 0.000, 0.000, 0.000, 0.789, 0.000, 0.000, 0.000, 0.000, 0.000, 0.000, -0.018, 0.000, 0.000, 0.000, 0.000, 0.000, 0.000, 0.001, -0.005, 0.038, 0.000, 0.000, 0.000, 0.000, 0.000, 0.000, 0.000, 0.000, 0.000, 0.000, 0.000, 0.000, 0.000, -0.006, 0.000, 0.077, 0.000, 0.000, 0.000, 0.021, 0.000, 0.000, 0.000, -0.006, 0.000, 0.000, 0.000, 0.000, 0.003, 0.000, 0.000, 0.004, 0.000, 0.000, 0.000, 0.000, 0.000, 0.000, 0.000, 0.000, 0.000, 0.000, -0.009, 0.000, 0.000, 0.000, 0.002, 0.000, 0.005, 0.000, 0.000, 0.000, 0.000, 0.000, 0.000, 0.000, 0.000, 0.000, 0.000, 0.000, 0.000, 0.000, 0.000, 0.000, 0.000, 0.000, 0.000, 0.000, 0.000, 0.004, 0.000, 0.000, 0.000, 0.000, 0.005, 0.000, 0.000, 0.000, 0.070, 0.000, 0.000, -0.003, 0.000, 0.001, 0.000, 0.000, 0.000, 0.000, 0.000, 0.000, 0.000, 0.000, 0.000, 0.000, 0.000, 0.000, 0.000, 0.000, 0.000, 0.001, 0.000, 0.000, 0.000, 0.000, 0.000, 0.000, -0.002, 0.000, 0.000, 0.000, 0.000, 0.000, 0.000, 0.000, 0.000, 0.000]
}